The following is a quantum chemistry calculation of a molecular structure, C6H18LiO6 in a non-equilibrium geometry, from OMol25.

HOMO-LUMO gap (alpha / beta): 10.257 / 3.022 eV
expectation value of S²: 0.756
strongest force on any atom: 3.55 eV Å⁻¹
HOMO (alpha / beta): -16.615 / -16.608 eV
lowest unoccupied orbital energy (alpha / beta): -6.3584 / -13.5860 eV

The geometry in ORCA input format:
```
! wB97M-V def2-TZVPD RIJCOSX def2/J DEFGRID3
* xyz 2 2
O 0.174 -1.714 -2.290
O -1.568 -1.488 0.075
O 0.772 1.257 0.908
O -0.004 1.079 -2.070
O 1.258 -1.786 0.536
O 0.900 2.332 3.634
C -1.036 -2.017 1.307
C 1.198 2.589 1.142
C -0.970 0.356 -2.836
C 0.540 3.044 2.473
C 0.228 -2.778 0.860
C -0.295 -0.950 -3.350
Li 0.251 -0.461 -0.489
H 0.692 1.362 -2.668
H 0.746 4.089 2.706
H 2.067 -2.063 0.971
H -1.018 -1.171 1.994
H 2.281 2.497 1.226
H -1.127 -1.375 -3.912
H 0.530 -3.250 1.794
H 0.465 -0.646 -4.070
H 1.007 3.227 0.279
H 0.632 0.933 1.801
H 0.133 -3.416 -0.019
H -1.838 0.288 -2.180
H -1.291 1.071 -3.594
H -0.533 2.974 2.298
H -2.515 -1.337 0.038
H -0.136 -2.608 -2.455
H 0.241 2.689 4.234
H -1.784 -2.728 1.659
*
```